The following is a DFT calculation (ωB97M-V with the def2-TZVPD basis set) of a cluster of 2 separate species, C2H6S2 in total.

The geometry in XYZ format:
```
10
Properties=species:S:1:pos:R:3:forces:R:3
C 0.916 0.510 0.653 3.282 -0.452 -1.999
C 0.740 -0.580 -0.377 -1.969 -1.875 -0.017
S -2.520 0.927 -0.117 -0.138 -2.716 -0.792
S -0.582 -1.739 0.144 -1.015 2.052 -0.484
H 1.635 1.163 0.108 -0.488 0.399 1.093
H 0.020 0.942 0.876 -2.563 1.628 -0.206
H 1.246 0.274 1.655 0.779 -0.830 -0.129
H 1.497 -1.305 -0.639 1.227 -0.226 0.878
H 0.507 -0.356 -1.434 -0.323 1.065 0.691
H -3.459 0.163 -0.870 1.208 0.955 0.965
```
Positions in Å, forces in eV/Å.

Its LUMO energy (spin up / spin down) is -3.24 / -3.25 eV. As for the maximum force: 3.87 eV/A. The relative energy (zero: lowest compared OMol25 entry of this formula, charge and spin) comes out at 90.5 kcal/mol. Its HOMO energy (spin up / spin down) is -0.3391 / -0.3357 Ha.